Below is a 2-piece molecular cluster, C6H9Br overall in a non-equilibrium geometry, with properties calculated with wB97M-V/def2-TZVPD.

CARTESIAN COORDINATES (ANGSTROEM)
C -0.714 2.967 -1.259
C 0.990 -0.543 -0.596
C -1.086 1.918 -0.802
H -0.490 0.801 1.447
C -0.319 -0.259 1.414
H -1.121 -0.675 2.089
C -1.462 -0.151 -0.775
H 0.862 -0.016 -1.582
C -0.371 -0.789 -0.036
Br -3.272 -0.206 0.097
H -0.295 3.987 -1.264
H -1.675 -0.563 -1.757
H 1.431 0.202 0.039
H -0.608 -1.808 -0.023
H 0.573 -0.338 1.910
H 1.439 -1.563 -0.836

Summary:
Strongest force on any atom   5.34 eV/A
HOMO level   -10.06 eV

Here are the Löwdin charges for atoms 1 to 6, given in e: number 1, C, carries -0.03; number 2, C, carries -0.07; number 3, C, carries -0.06; number 4, H, carries 0.06; number 5, C, carries -0.11; number 6, H, carries 0.08

Below is one molecule with the formula C8H12O3 in a non-equilibrium geometry, with properties calculated with wB97M-V/def2-TZVPD.

CARTESIAN COORDINATES (ANGSTROEM)
H -1.135 -0.545 -3.357
H 2.434 1.931 0.453
C -0.392 -1.471 -1.548
C -1.739 -1.949 -0.885
O 1.246 -0.308 -0.069
C -0.271 1.975 2.640
C -0.425 -0.307 -2.552
H -1.843 -2.495 0.037
H -0.786 0.577 -2.065
C 0.443 0.067 1.015
H -0.300 1.378 3.545
H -1.282 1.971 2.212
H -2.697 -1.446 -1.158
H 1.722 -1.787 -1.469
O -0.426 -0.650 1.552
O -1.029 -2.702 -1.881
C 0.908 -1.566 -0.738
H 0.775 -2.360 0.013
C 1.680 2.198 1.167
H 0.580 -0.107 -2.947
C 0.670 1.402 1.593
H 0.015 2.988 2.925
H 1.853 3.206 1.519

Summary:
Strongest force on any atom   3.24 eV/A
Structure (SMILES)   C=C(C)C(=O)OC[C@]1(C)CO1
HOMO level   -9.91 eV

Here are the Löwdin charges for atoms 1 to 6, given in e: number 1, H, carries 0.09; number 2, H, carries 0.06; number 3, C, carries -0.42; number 4, C, carries -0.06; number 5, O, carries -0.02; number 6, C, carries -0.05

Below is C46H48GaN3P as an isolated structure in a non-equilibrium geometry, with properties calculated with wB97M-V/def2-TZVPD.

CARTESIAN COORDINATES (ANGSTROEM)
C 1.828 0.812 1.175
H -1.730 3.070 -0.249
H -5.471 -2.890 -0.894
C -2.464 -0.808 4.227
H -2.609 2.284 3.429
H -2.492 0.787 -1.912
C -1.452 -4.464 3.017
H -1.692 2.965 -7.478
H -4.070 -2.748 3.871
C 0.193 1.261 3.076
C 1.971 1.232 -0.172
H -0.139 3.675 -6.998
C -0.130 -3.120 1.018
C 0.022 -2.451 -3.428
H 2.263 -0.618 -3.949
C 3.054 0.811 -1.076
C -1.326 -3.811 0.710
C -5.853 -3.605 1.107
C -4.406 -2.717 2.836
C -4.660 2.805 3.781
H 2.026 -0.972 2.342
C -3.340 -0.691 6.501
H 2.561 0.253 -5.471
C -5.333 0.575 2.262
H 3.948 1.433 -0.936
H -1.968 -4.903 3.868
N 0.417 -3.123 2.266
H -5.950 -4.164 3.190
C -6.007 2.485 3.609
C -1.983 -4.508 1.716
H -4.140 -0.413 7.169
H 1.585 -2.036 0.263
C -1.827 1.785 -4.747
H -0.889 1.403 3.131
H -2.882 -0.705 -2.814
C -5.454 -3.544 2.440
C -2.116 -1.106 7.033
H -0.126 -1.731 6.562
H -3.626 -1.370 -0.216
H 0.619 -4.152 -2.175
C -1.220 -1.191 4.768
C 1.850 -0.403 -4.944
C -4.144 -1.969 0.544
H 2.743 0.904 -2.121
C 0.536 -2.275 0.080
C 0.534 0.301 -4.874
H 3.332 -0.228 -0.861
H -0.480 2.871 -1.928
C 2.649 -0.158 1.934
C -0.502 -1.087 -1.723
H 0.441 0.275 3.483
H -6.670 -4.269 0.796
H 3.428 -0.606 1.307
C -1.089 3.285 -6.617
H -1.977 -1.190 8.125
H -1.636 4.092 -6.117
H -2.758 2.353 -4.698
H -2.022 2.368 1.345
C -0.853 2.149 -5.672
C -2.720 0.374 -2.911
P -2.698 -0.501 2.414
H 1.783 -1.342 -5.513
H -0.371 -1.378 4.105
C 0.326 1.404 -5.710
H 0.038 -2.786 -4.444
H 1.116 1.707 -6.407
C 0.334 -3.120 -2.325
H 0.987 2.152 -2.637
C 0.856 2.040 -0.511
C -5.185 -2.824 0.161
H -3.647 0.855 -3.251
H -2.915 -5.021 1.512
H -6.797 3.088 4.069
C -0.029 2.070 0.615
C -0.223 -3.808 3.209
N 0.125 -2.234 -1.274
H 3.151 0.332 2.783
H -1.782 -3.659 -0.266
Ga -1.061 -0.335 -0.034
C -3.984 0.794 2.593
C -3.792 -1.864 1.906
H -4.531 -0.387 4.743
C -1.270 2.867 0.725
H 1.066 3.729 -1.819
H -4.401 3.705 4.334
C -6.326 1.359 2.851
H -5.634 -0.212 1.567
H -1.052 3.841 1.187
N -0.366 -1.165 -3.088
H -7.365 1.079 2.715
C -3.536 -0.625 5.119
C -1.650 0.703 -3.889
C -1.070 -1.381 6.143
C 0.599 2.729 -1.787
H 0.677 2.002 3.734
H 0.227 -3.806 4.210
C 0.648 1.394 1.688
C -3.650 1.989 3.274
C -0.495 -0.073 -3.986

Summary:
Strongest force on any atom   5.10 eV/A
Charge   -1
HOMO level (alpha / beta)   -2.14 / -2.14 eV

Here are the Löwdin charges for atoms 1 to 6, given in e: number 1, C, carries -0.27; number 2, H, carries 0.06; number 3, H, carries 0.10; number 4, C, carries -0.34; number 5, H, carries 0.09; number 6, H, carries 0.04

Below is one molecule with the formula C5H14N2S in a non-equilibrium geometry, with properties calculated with wB97M-V/def2-TZVPD.

CARTESIAN COORDINATES (ANGSTROEM)
H -1.611 1.549 1.817
C 1.860 2.483 -1.198
H -0.662 -1.415 -0.785
S 0.413 -3.105 0.655
C -1.085 0.692 0.123
H 2.375 2.514 -2.198
H 0.876 0.110 1.006
H -2.934 1.496 0.715
H 2.484 2.023 -0.316
C -0.007 -0.308 0.763
C 0.206 -1.463 -0.201
H -1.648 0.232 -0.700
H -0.104 2.666 0.397
C -0.380 1.914 -0.503
N -2.079 1.073 1.123
H -0.695 -0.701 1.430
H 1.539 3.377 -0.930
H 0.868 0.759 -1.816
H -0.415 -3.218 1.704
H -1.227 2.513 -0.961
N 0.624 1.676 -1.546
H 1.166 -1.379 -0.786

Summary:
Strongest force on any atom   6.34 eV/A
Structure (SMILES)   CNC[C@H](N)CCS
HOMO level   -8.61 eV

Here are the Löwdin charges for atoms 1 to 6, given in e: number 1, H, carries 0.04; number 2, C, carries -0.11; number 3, H, carries 0.03; number 4, S, carries 0.66; number 5, C, carries -0.39; number 6, H, carries 0.09

Below is C24H37BaN4O3SeSi as an isolated structure, with properties calculated with wB97M-V/def2-TZVPD.

CARTESIAN COORDINATES (ANGSTROEM)
H -3.723 -1.502 3.501
H -1.084 0.014 -5.408
O 0.060 -1.507 -3.769
H -2.018 -3.653 1.065
O 2.450 -1.717 -0.581
C 4.503 -4.267 0.943
Se -0.539 0.106 3.159
Ba 0.277 -0.425 -0.172
C -0.965 -3.925 0.941
C -0.670 -4.093 -0.545
H 1.429 1.052 -2.744
H 3.261 -4.143 -0.798
C -1.570 2.227 -1.942
H -2.766 2.537 4.548
H 0.775 -3.172 1.761
N 0.955 2.416 -0.227
C 4.663 -2.288 2.256
C -3.336 3.657 -2.865
C 2.182 2.742 0.490
O -1.065 1.058 -1.824
C -0.268 0.545 -4.922
H 2.408 0.484 -4.087
H -3.193 1.536 -3.157
C 3.483 -0.223 1.740
N -0.153 -2.858 1.500
H -3.606 -0.453 4.913
H 5.707 -4.102 2.735
C 5.030 -3.601 2.056
H 2.162 -0.588 -2.680
C -2.757 2.423 -2.711
H 0.419 0.951 -5.666
H -1.169 5.509 -1.061
N -1.054 -2.893 -1.289
H -1.165 -5.001 -0.915
H -4.244 3.752 -3.451
H 0.407 -4.228 -0.671
H -0.669 1.380 -4.345
C 2.387 1.852 1.709
H -4.086 2.674 3.369
Si -2.664 0.669 2.902
H -0.828 -4.892 1.442
C -1.005 3.398 -1.345
H 1.513 1.926 2.362
C 0.456 -0.379 -3.980
C -3.028 2.422 3.494
H 3.024 2.586 -0.193
H -4.221 0.859 0.946
C 1.698 0.162 -3.322
H -3.034 -0.436 0.710
H -2.059 -2.841 -1.410
H -3.235 5.769 -2.392
C 3.239 -2.276 0.258
H 3.275 2.194 2.262
N 2.518 0.470 1.293
C 3.773 -1.614 1.410
H -2.434 3.139 2.922
H -0.635 -2.861 -2.212
H -2.557 1.251 0.486
H -4.886 -0.179 3.715
H 4.777 -5.300 0.755
H 5.062 -1.744 3.107
H 2.194 3.797 0.801
H 4.184 0.239 2.453
C 3.650 -3.631 0.074
C -1.627 4.643 -1.531
C -3.173 0.583 1.093
H 0.531 4.414 -0.257
C -2.776 4.797 -2.272
H -0.570 -2.372 2.291
C 0.221 3.402 -0.565
C -3.839 -0.472 3.846

Summary:
Strongest force on any atom   0.35 eV/A
Charge   -1
HOMO level   -4.40 eV

Here are the Löwdin charges for atoms 1 to 6, given in e: number 1, H, carries 0.01; number 2, H, carries 0.08; number 3, O, carries 0.04; number 4, H, carries 0.11; number 5, O, carries -0.33; number 6, C, carries -0.12

Below is a 11-piece molecular cluster, C46H111Cl4N4O24P5 overall in a non-equilibrium geometry, with properties calculated with wB97M-V/def2-TZVPD.

CARTESIAN COORDINATES (ANGSTROEM)
C 2.149 -2.720 -4.578
O -2.837 4.305 -0.281
C 0.821 0.427 9.830
H -1.140 1.231 -2.523
O -3.647 4.389 2.115
H -5.821 4.487 3.613
O 0.365 6.441 -6.096
Cl 4.149 2.230 -0.222
C 0.160 0.743 4.337
C -3.714 4.076 3.437
H -1.266 8.458 1.471
C -8.650 -5.733 -0.865
H 2.474 2.520 -4.316
H 5.246 -0.226 -1.032
H 4.348 -3.745 -5.546
H 5.070 -2.235 -6.114
H -7.740 -5.851 -2.778
H 6.219 -0.833 1.099
O 5.011 -5.108 0.493
H -0.632 -5.083 3.211
O 7.270 -4.022 1.321
H -0.257 -0.030 3.692
H 4.739 -0.370 2.004
C -0.703 4.649 -1.478
H 0.098 2.379 9.517
C -0.540 6.449 1.803
H 1.444 -2.629 4.495
H 3.837 -0.887 7.628
H -3.872 2.998 3.456
C 3.305 -0.632 -5.004
H 4.135 1.229 6.260
H -2.559 -0.943 2.884
H -3.042 -1.209 -4.390
H -1.303 7.992 3.079
H 1.758 -0.129 9.857
H 5.245 -0.915 -2.633
H 1.237 -0.407 0.640
H 4.522 -3.095 -2.020
O 5.918 -2.717 -0.477
C 3.965 0.233 5.852
H -7.318 -7.147 -1.676
H 0.326 8.345 2.308
H -0.014 1.501 6.371
H 1.353 -2.171 -4.074
H 1.507 2.318 10.578
H -4.768 5.706 4.298
H -0.269 -4.961 1.546
C 1.056 1.886 9.685
C -0.459 -4.346 2.426
H 9.719 -4.549 1.991
P 0.687 -0.883 7.491
C -2.273 -2.696 -1.564
H 9.992 -5.907 0.953
C 5.757 -0.750 2.083
H -4.933 4.080 5.115
H 3.535 0.323 4.855
H 1.583 -3.298 -5.308
H 2.960 4.311 -5.539
H -3.257 3.520 -4.332
H -0.191 1.661 3.865
H -4.700 -1.540 4.971
H -0.144 5.768 2.556
O 5.050 -2.965 2.028
C -0.385 7.225 -6.969
H 6.790 -2.420 2.831
C -4.848 -7.388 -3.259
H 1.917 0.279 -0.750
H -0.451 -0.180 -2.951
H -2.956 0.514 -4.374
H 5.416 -1.863 3.784
C 1.616 -3.131 2.142
C 8.072 -4.903 0.545
C 4.760 -2.407 -1.209
Cl -3.520 -3.392 3.973
P 0.543 4.901 -6.443
H -4.790 -2.130 -3.237
H -2.702 -2.087 -0.768
H -8.963 -4.730 -1.152
H -9.480 -6.430 -0.982
C 1.116 -0.393 -0.443
H 2.593 5.386 -4.067
H -0.384 5.068 -2.432
H -0.076 5.050 -0.682
O 1.017 4.327 -4.992
H -2.434 -4.620 -2.325
H 6.331 0.025 2.591
H 0.606 1.284 -2.574
H -2.005 1.107 -0.510
H -4.552 -9.503 -3.163
O 0.932 -2.317 7.823
O -4.368 -6.402 -2.345
O 1.886 -3.347 0.937
H -2.595 -2.125 -2.435
C -0.431 0.675 5.794
H -8.451 -5.754 0.206
O -1.867 5.962 1.441
H 7.631 -5.841 0.207
O -4.122 -4.189 -1.208
H 1.706 2.175 8.859
O 1.443 4.660 -7.604
H 2.266 0.969 1.558
N 0.596 -3.593 2.932
H 3.095 -1.633 6.373
H 2.300 3.316 -2.759
O 1.918 -0.014 7.013
H -4.262 -7.364 -4.177
O -0.952 4.277 -6.665
H -2.364 6.067 -1.193
H 3.880 3.446 -3.562
H 3.932 -2.536 -0.512
H 0.115 9.074 -8.143
N -0.116 0.289 -0.871
O -0.418 -0.605 6.359
C 2.383 2.017 1.831
H -3.404 0.285 3.648
C -0.241 0.660 -2.290
H -1.276 7.663 -6.521
C -3.738 -1.720 4.492
H 2.687 -3.252 -3.794
H 0.031 6.334 0.882
H -2.267 -4.586 -0.552
H -0.537 3.571 -1.458
H 2.267 -2.468 2.732
O 2.539 0.004 -4.288
Cl 3.751 2.308 3.006
C 2.625 2.868 0.536
H -5.919 -7.353 -3.460
H -5.257 0.564 -1.559
H 1.194 -1.436 -0.751
H -2.758 4.227 3.939
H -2.827 5.026 -6.556
O 0.025 -0.076 8.752
C -4.452 0.760 -2.284
H -2.997 -1.527 5.268
H 3.713 -0.605 -1.897
O -1.251 3.448 1.639
H -2.628 4.620 -2.323
P -5.111 -4.976 -2.250
Cl -4.757 -0.821 1.944
C -1.190 0.527 -0.051
H -4.933 -8.856 -1.553
H 1.472 2.278 2.371
P -2.295 4.438 1.285
O -5.395 -4.345 -3.537
H 1.017 8.909 -6.647
C -3.656 -0.313 -4.487
H 8.452 -4.315 -0.290
H -6.195 -1.333 -2.483
C -2.060 4.656 -5.875
C -5.424 -1.243 -3.248
P 5.714 -3.791 0.774
C -4.899 4.631 4.175
H 8.753 -5.843 2.255
H 1.391 7.843 -8.063
N -4.529 -0.113 -3.325
C -0.667 7.909 2.197
O -6.360 -5.266 -1.295
C 2.386 4.474 -4.627
C 4.727 -0.937 -1.674
H 0.276 -3.873 4.967
H -5.981 -1.314 -4.182
H -0.371 -2.446 4.274
H -1.651 2.917 -4.456
O -1.221 0.206 1.165
H 0.335 0.082 10.743
C 3.166 -0.635 6.807
H -1.837 5.560 -5.308
H -3.398 -8.614 -2.215
H -4.230 -0.278 -5.413
C 0.499 -3.102 4.230
C 2.805 3.373 -3.723
C 4.129 -2.768 -5.977
C -2.459 3.340 -5.053
C -7.432 -6.066 -1.755
H -1.377 -3.760 2.368
O -3.517 1.577 -2.160
H 4.204 -0.258 -5.517
C -3.541 -0.742 3.310
N 3.138 -1.937 -5.244
C 5.757 -2.079 2.771
H -1.202 -2.535 -1.692
H -2.877 2.529 -5.649
C 9.201 -5.314 1.413
H -0.870 6.665 -7.769
H 4.971 -0.163 5.711
H 3.816 -2.924 -7.009
C 0.614 8.354 -7.495
H 1.244 0.641 4.376
C -2.240 5.000 -1.378
H 2.812 3.922 0.745
H 1.837 2.808 -0.214
C -4.448 -8.640 -2.505
H -1.445 1.056 5.674
C -2.758 -4.127 -1.409

Summary:
Strongest force on any atom   4.40 eV/A
Structure (SMILES)   CCOP(=O)(OCC)OCC.CCOP(=O)(OCC)OCC.CCOP(=O)(OCC)OCC.CCOP(=O)(OCC)OCC.CCOP(=O)(OCC)OCC.CN(C)C=O.CN(C)C=O.CN(C)C=O.CN(C)C=O.ClCCCl.ClCCCl
HOMO level   -8.69 eV

Here are the Löwdin charges for atoms 1 to 6, given in e: number 1, C, carries -0.06; number 2, O, carries -0.19; number 3, C, carries -0.28; number 4, H, carries 0.05; number 5, O, carries -0.15; number 6, H, carries 0.08

Below is a 2-piece molecular cluster, C24H26N4O2 overall in a non-equilibrium geometry, with properties calculated with wB97M-V/def2-TZVPD.

CARTESIAN COORDINATES (ANGSTROEM)
C -4.172 1.489 -1.819
H 4.898 5.795 1.335
C -2.897 1.754 -2.351
H 5.401 4.165 0.843
H -0.612 4.162 -1.408
H -3.571 1.904 1.514
H 3.872 3.244 2.371
C -0.937 2.448 4.689
C 4.387 5.463 -1.427
C 1.039 3.522 1.549
H -6.355 1.921 0.391
C 1.449 4.599 -1.054
C -1.873 2.060 -1.474
C 2.477 4.568 -0.094
H -1.225 2.317 1.907
H 0.179 2.237 7.120
H -6.350 1.869 -4.186
N -5.325 1.227 -2.483
H -2.851 3.807 7.140
H -0.870 2.211 -1.870
N 3.769 4.954 -0.231
H 5.353 4.963 -1.585
H 1.645 5.017 -2.042
C -2.540 3.589 6.115
N -1.601 2.909 3.597
C 2.250 4.075 1.221
C 3.514 4.211 1.998
C 4.528 4.815 0.998
C -5.831 1.143 -0.176
C -0.907 2.124 7.143
H 3.741 5.281 -2.291
H -5.711 0.215 -4.285
O 0.118 1.808 4.655
C 0.014 3.410 0.555
C -4.402 1.491 -0.419
H -4.597 1.603 -4.399
O -3.311 4.101 2.677
H -5.935 0.204 0.380
H 4.578 6.544 -1.348
H -1.136 1.053 7.198
H -6.858 -0.017 -1.749
N -1.509 2.724 5.972
C 0.217 4.083 -0.705
C -2.687 3.723 3.690
C -1.122 2.636 0.866
C -6.443 0.990 -1.590
H 3.393 4.872 2.864
H 0.843 3.123 2.547
H -2.742 1.710 -3.429
C -5.501 1.228 -3.911
H -1.316 2.612 8.032
H -7.249 1.715 -1.776
C -3.391 1.833 0.443
C -3.118 4.131 5.024
C -2.101 2.191 -0.058
H -3.949 4.815 5.100

Summary:
Strongest force on any atom   1.09 eV/A
HOMO level   -7.17 eV

Here are the Löwdin charges for atoms 1 to 6, given in e: number 1, C, carries -0.17; number 2, H, carries 0.12; number 3, C, carries 0.00; number 4, H, carries 0.12; number 5, H, carries 0.11; number 6, H, carries 0.12

> strongest force on any atom of number 2 (C8H12O3)?

3.24 eV/A

> What is the strongest force on any atom in the seventh record?

1.09 eV/A